Record 1
A 3-piece molecular cluster, C26H53N3O5 overall, computed with ωB97M-V/def2-TZVPD.

Last column: Mulliken spin population.
Positions of all 87 atoms, in Å:
C 6.59 0.97 5.87  0.00
O 5.80 1.97 6.48  0.00
C 6.33 3.29 6.43  0.00
C 5.38 4.30 5.76  0.00
C 4.11 3.70 5.15  0.00
C 4.34 2.90 3.85  0.00
C 3.78 1.47 3.87  0.00
C 2.32 1.37 3.45  0.00
O 1.42 1.89 4.44  0.00
C 0.97 1.01 5.35  0.00
N -0.09 1.54 6.11  0.00
O 1.40 -0.10 5.47  0.00
H 6.41 0.91 4.79  0.00
H 6.33 0.01 6.33  0.00
H 7.66 1.15 6.03  0.00
H 7.30 3.28 5.92  0.00
H 6.51 3.61 7.47  0.00
H 5.07 5.05 6.50  0.00
H 5.91 4.85 4.97  0.00
H 3.59 3.07 5.89  0.00
H 3.43 4.54 4.94  0.00
H 5.42 2.84 3.66  0.00
H 3.91 3.44 3.00  0.00
H 3.90 1.04 4.87  0.00
H 4.36 0.83 3.19  0.00
H 2.13 1.97 2.55  0.00
H 2.05 0.33 3.23  0.00
H 0.26 1.96 6.97  0.00
H -0.55 2.27 5.58  0.00
C -0.70 -2.13 2.97  0.03
C -1.66 -1.46 1.96  -0.02
C -2.98 -2.21 1.83  0.03
C -2.87 -3.54 1.07  -0.02
C -2.23 -3.32 -0.29  0.03
C -0.87 -2.62 -0.21  0.00
N -1.03 -1.36 0.60  0.43
O -1.47 -0.37 -0.10  0.52
C 0.17 -3.57 0.38  0.02
C -0.40 -2.22 -1.60  -0.02
C -1.94 -0.04 2.45  -0.01
H -0.55 -1.48 3.83  0.00
H -1.08 -3.08 3.34  0.00
H 0.28 -2.30 2.55  -0.01
H -3.70 -1.57 1.31  0.00
H -3.38 -2.38 2.84  0.00
H -2.30 -4.26 1.66  0.00
H -3.87 -3.96 0.95  0.00
H -2.10 -4.27 -0.81  0.00
H -2.91 -2.71 -0.91  0.00
H 1.11 -3.04 0.56  -0.01
H 0.36 -4.36 -0.34  0.00
H -0.14 -4.04 1.31  0.00
H -1.14 -1.62 -2.12  0.01
H -0.22 -3.12 -2.19  0.00
H 0.53 -1.65 -1.55  0.00
H -1.03 0.55 2.47  0.00
H -2.33 -0.11 3.47  0.00
H -2.68 0.47 1.84  0.00
C -3.73 0.94 -7.62  0.02
C -2.63 -0.12 -7.37  0.00
C -3.22 -1.45 -6.89  0.04
C -3.74 -1.42 -5.46  -0.02
C -2.65 -0.94 -4.50  0.03
C -2.07 0.42 -4.90  0.00
N -1.64 0.36 -6.34  0.41
O -0.47 -0.16 -6.49  0.53
C -3.11 1.53 -4.66  0.03
C -0.85 0.75 -4.06  -0.01
C -1.88 -0.35 -8.68  -0.01
H -3.78 1.18 -8.68  0.00
H -4.71 0.60 -7.31  0.00
H -3.52 1.88 -7.11  -0.01
H -2.45 -2.22 -6.97  0.00
H -4.02 -1.73 -7.59  0.00
H -4.63 -0.79 -5.38  0.00
H -4.06 -2.42 -5.17  0.00
H -3.04 -0.85 -3.48  0.00
H -1.84 -1.67 -4.48  0.00
H -2.75 2.48 -5.05  -0.01
H -3.24 1.64 -3.58  0.00
H -4.08 1.32 -5.09  0.00
H -0.10 -0.04 -4.09  0.01
H -1.16 0.87 -3.02  0.00
H -0.38 1.68 -4.39  -0.01
H -1.37 0.56 -9.00  0.00
H -2.62 -0.62 -9.44  0.00
H -1.15 -1.14 -8.60  0.00

As for the spin multiplicity: 3. The HOMO energy (spin up / spin down) is -7.942 / -9.140 eV. Its expectation value of S² is 2.008. As for the LUMO energy (spin up / spin down): 0.73 / 0.59 eV.

***

Record 2
C6H5N5 as an isolated structure at a distorted geometry, computed with ωB97M-V/def2-TZVPD.

Last column: natural (NBO) charge in e.
Positions of all 16 atoms, in Å:
C -2.59 1.05 -0.24  0.09
C -1.13 1.15 -0.25  -0.22
C -0.47 0.04 -0.06  -0.08
C -1.13 -1.21 0.21  -0.23
C -2.56 -1.15 0.31  0.04
C 1.07 0.05 -0.05  0.26
H -3.05 2.27 -0.45  0.18
H -0.59 2.20 -0.94  0.24
H -0.50 -2.17 0.43  0.25
H -3.05 -1.94 0.57  0.18
H 3.93 0.76 1.11  0.43
N -3.29 0.01 0.04  -0.43
N 1.81 -0.77 -0.77  -0.29
N 3.09 -0.54 -0.47  -0.02
N 2.97 0.40 0.40  -0.15
N 1.73 0.79 0.76  -0.26

As for the spin multiplicity: 1. The HOMO energy is -9.707 eV. As for the LUMO energy: 0.40 eV.

***

Record 3
The molecule C4H6N2OS at a distorted geometry, computed with ωB97M-V/def2-TZVPD.

Last column: natural (NBO) charge in e.
Positions of all 14 atoms, in Å:
C 1.36 -0.45 0.70  -0.25
C 0.66 0.72 0.70  -0.16
C 0.83 -1.75 0.09  -0.04
C -0.47 0.96 -0.20  -0.63
N -0.30 -2.18 0.06  -0.32
N -2.94 -0.52 -0.88  -1.02
O -2.57 0.01 1.49  -0.87
S -1.91 -0.28 0.24  1.77
H 2.21 -0.70 1.30  0.23
H 1.10 1.70 1.32  0.23
H 1.54 -2.60 -0.16  0.20
H -0.73 2.01 -0.07  0.25
H -0.18 0.67 -1.17  0.24
H -2.42 -0.78 -1.71  0.36

As for the spin multiplicity: 1. The HOMO energy (spin up / spin down) is -9.204 / -8.434 eV. As for the LUMO energy (spin up / spin down): -1.17 / -0.63 eV.

***

Record 4
C3H16BeF6NO11S2 as an isolated structure at a distorted geometry, computed with ωB97M-V/def2-TZVPD.

Last column: natural (NBO) charge in e.
Positions of all 40 atoms, in Å:
Be -19.14 -3.57 -20.47  1.68
C -14.80 -4.07 -19.88  0.79
F -14.74 -4.73 -18.73  -0.29
F -13.64 -3.49 -20.07  -0.28
F -15.03 -4.93 -20.86  -0.31
S -16.16 -2.69 -19.80  2.15
O -15.56 -1.52 -19.25  -0.85
O -16.82 -2.56 -21.09  -0.97
N -17.48 -3.28 -18.84  -1.31
S -17.13 -3.08 -17.30  2.15
O -17.74 -4.19 -16.54  -0.96
O -15.74 -2.91 -16.90  -0.86
C -18.15 -1.53 -16.77  0.77
F -18.26 -1.51 -15.46  -0.29
F -17.44 -0.45 -17.10  -0.30
F -19.33 -1.55 -17.38  -0.33
O -17.67 -5.54 -20.66  -0.98
H -17.82 -6.13 -19.92  0.50
H -16.73 -5.61 -20.86  0.50
O -19.71 -5.03 -18.40  -1.01
H -20.38 -5.39 -17.80  0.49
H -18.97 -4.79 -17.81  0.52
O -20.72 -5.53 -20.87  -0.95
H -21.39 -5.47 -21.56  0.49
H -21.12 -6.07 -20.18  0.50
O -21.16 -2.47 -19.51  -0.97
H -21.07 -1.60 -19.09  0.50
H -21.99 -2.81 -19.18  0.51
O -18.48 -3.95 -22.68  -0.97
H -18.94 -4.71 -23.05  0.50
H -17.87 -3.67 -23.37  0.52
O -19.25 -1.01 -21.46  -0.95
H -19.12 -0.72 -22.37  0.50
H -20.00 -0.50 -21.14  0.48
C -22.36 -3.69 -23.12  -0.25
O -21.41 -3.22 -22.16  -0.76
H -23.34 -3.41 -22.71  0.18
H -22.19 -3.16 -24.05  0.19
H -22.35 -4.78 -23.19  0.17
H -21.51 -2.27 -22.04  0.48

Its charge is +1. As for the spin multiplicity: 1. The HOMO energy is -13.451 eV. As for the LUMO energy: -4.48 eV.

***

For each record above, in turn, the calculated energy relative to the best compared isomer or geometry (same formula, charge and spin) values are 0.0; 295.5; 657.8; 41.6 kJ/mol.